{"formula": "C41H40N12O2Sr", "method": "ωB97M-V/def2-TZVPD", "elements": ["Sr", "C", "C", "N", "C", "C", "N", "C", "C", "C", "C", "C", "N", "C", "C", "N", "C", "C", "N", "C", "C", "C", "N", "C", "C", "H", "H", "H", "H", "H", "H", "H", "H", "H", "H", "H", "H", "C", "N", "C", "C", "C", "C", "C", "C", "C", "C", "H", "H", "H", "H", "H", "H", "H", "H", "H", "H", "H", "H", "O", "N", "O", "C", "C", "C", "C", "C", "C", "N", "C", "C", "N", "C", "C", "C", "C", "H", "H", "H", "H", "H", "H", "H", "N", "C", "C", "N", "H", "H", "H", "H", "H", "H", "H", "H", "H"], "xyz": [[-0.727, 0.132, 1.131], [-2.026, -3.970, 3.187], [-1.894, -2.660, 2.945], [-1.548, -2.266, 1.592], [-0.536, -3.201, 1.127], [-0.910, -4.571, 1.325], [-1.731, -4.951, 2.256], [0.779, -2.795, 0.851], [1.775, -3.752, 0.456], [3.046, -3.356, 0.166], [3.401, -1.984, 0.287], [2.422, -1.108, 0.683], [1.151, -1.486, 0.912], [2.716, 0.336, 0.920], [4.024, 0.843, 0.873], [4.308, 2.116, 1.082], [3.294, 2.927, 1.383], [1.997, 2.455, 1.442], [1.709, 1.172, 1.205], [4.069, -4.338, -0.267], [4.174, -5.585, 0.338], [5.145, -6.468, -0.114], [5.987, -6.190, -1.104], [5.884, -4.997, -1.679], [4.954, -4.042, -1.298], [-2.324, -4.320, 4.167], [-2.042, -1.900, 3.703], [-0.502, -5.357, 0.692], [1.520, -4.799, 0.375], [4.426, -1.695, 0.116], [4.861, 0.191, 0.666], [3.524, 3.965, 1.584], [1.173, 3.115, 1.690], [3.529, -5.858, 1.162], [5.251, -7.442, 0.347], [6.577, -4.793, -2.487], [4.911, -3.091, -1.814], [-1.350, -0.535, -2.910], [-0.779, -1.375, -1.858], [0.480, -1.906, -2.379], [-1.701, -2.498, -1.546], [-2.798, -2.031, -0.620], [-3.982, -1.600, -1.225], [-4.995, -0.954, -0.541], [-4.824, -0.708, 0.810], [-3.691, -1.174, 1.454], [-2.693, -1.902, 0.782], [-1.396, -1.071, -3.869], [-0.741, 0.365, -3.033], [-2.367, -0.241, -2.659], [0.316, -2.515, -3.279], [0.987, -2.516, -1.638], [1.132, -1.076, -2.656], [-1.118, -3.299, -1.108], [-2.150, -2.881, -2.473], [-4.097, -1.784, -2.287], [-5.895, -0.648, -1.056], [-5.581, -0.181, 1.375], [-3.599, -1.025, 2.521], [-4.175, 6.919, 0.298], [-4.498, 6.412, 1.354], [-5.290, 6.870, 2.142], [-3.809, 5.164, 1.742], [-3.527, 5.021, 3.047], [-2.781, 3.889, 3.496], [-2.473, 3.720, 4.858], [-1.753, 2.626, 5.251], [-1.342, 1.722, 4.268], [-1.614, 1.853, 2.981], [-2.339, 2.923, 2.579], [-2.685, 3.072, 1.178], [-2.275, 2.116, 0.312], [-2.651, 2.199, -0.947], [-3.452, 3.228, -1.444], [-3.839, 4.230, -0.598], [-3.439, 4.185, 0.754], [-3.850, 5.770, 3.757], [-2.813, 4.455, 5.577], [-1.498, 2.449, 6.286], [-0.761, 0.850, 4.553], [-2.310, 1.413, -1.604], [-3.754, 3.226, -2.482], [-4.442, 5.048, -0.956], [3.924, 3.092, -5.040], [3.675, 2.418, -3.705], [2.178, 2.360, -3.393], [1.874, 1.727, -2.130], [4.925, 3.145, -5.248], [3.554, 4.047, -5.052], [3.476, 2.579, -5.806], [4.226, 2.992, -2.961], [4.110, 1.422, -3.776], [1.663, 1.813, -4.190], [1.764, 3.372, -3.383], [2.310, 2.194, -1.342], [2.169, 0.758, -2.081]], "charge": 2, "homo_lumo_gap_ev": 5.339, "lumo_energy_ev": -5.54, "homo_energy_ev": -10.9, "total_energy_ev": -65963.771, "de_lowest_kj_mol": 210.2}

{"formula": "C43H46N4O8P2RhSSi", "method": "ωB97M-V/def2-TZVPD", "elements": ["Rh", "C", "C", "O", "P", "O", "O", "O", "P", "O", "O", "O", "H", "H", "H", "H", "H", "H", "H", "S", "C", "N", "C", "C", "C", "N", "H", "H", "H", "H", "N", "C", "C", "C", "C", "C", "C", "C", "C", "C", "C", "C", "C", "C", "H", "H", "H", "H", "H", "H", "H", "H", "H", "H", "C", "C", "C", "C", "Si", "O", "C", "C", "C", "C", "C", "C", "C", "C", "C", "C", "C", "C", "H", "H", "H", "H", "H", "H", "H", "H", "H", "H", "H", "H", "H", "H", "H", "H", "H", "H", "H", "C", "C", "C", "C", "C", "C", "C", "C", "N", "H", "H", "H", "H", "H", "H"], "xyz": [[-0.246, 0.256, -0.693], [2.614, -1.241, 3.555], [3.041, -0.033, 2.743], [4.064, 0.698, 3.413], [1.593, 1.096, 2.480], [1.282, 1.606, 3.967], [2.210, 2.369, 1.757], [0.379, 0.535, 1.841], [3.622, -0.462, 1.036], [4.833, -1.515, 1.268], [4.188, 0.828, 0.529], [2.532, -1.174, 0.296], [2.319, -0.929, 4.558], [3.446, -1.943, 3.632], [1.766, -1.729, 3.071], [4.605, 1.123, 2.733], [0.383, 1.965, 4.015], [2.927, 2.083, 1.132], [4.509, -2.403, 1.061], [-2.023, -1.055, 0.159], [-1.361, -2.681, 0.162], [-0.061, -2.829, 0.555], [0.729, -3.955, 0.108], [-0.181, -5.128, -0.064], [-1.500, -4.929, -0.166], [-2.116, -3.679, -0.179], [0.457, -1.986, 0.766], [1.483, -4.161, 0.873], [0.257, -6.116, -0.130], [-2.179, -5.766, -0.292], [0.172, -1.236, -1.704], [-0.048, -2.187, -2.511], [0.758, -3.403, -2.432], [0.806, -4.292, -3.493], [1.681, -5.369, -3.504], [2.598, -5.555, -2.427], [2.593, -4.722, -1.367], [1.596, -3.630, -1.206], [-1.163, -2.062, -3.508], [-1.255, -0.936, -4.320], [-2.308, -0.805, -5.213], [-3.283, -1.789, -5.287], [-3.208, -2.901, -4.459], [-2.152, -3.040, -3.569], [0.182, -4.108, -4.359], [1.704, -6.040, -4.353], [3.320, -6.361, -2.479], [3.303, -4.863, -0.558], [2.086, -2.686, -0.923], [-0.487, -0.175, -4.255], [-2.374, 0.077, -5.839], [-4.110, -1.681, -5.979], [-3.977, -3.663, -4.499], [-2.104, -3.889, -2.897], [-1.061, 5.013, -1.487], [-1.772, 4.786, -0.147], [-2.901, 5.814, 0.004], [-0.765, 4.979, 0.997], [-2.406, 2.982, -0.075], [-1.147, 2.018, -0.228], [-3.680, 2.705, -1.457], [-4.846, 3.468, -1.604], [-5.782, 3.185, -2.592], [-5.577, 2.116, -3.455], [-4.426, 1.350, -3.336], [-3.488, 1.651, -2.356], [-3.290, 2.799, 1.589], [-4.657, 2.982, 1.807], [-5.205, 2.888, 3.081], [-4.393, 2.604, 4.171], [-3.032, 2.403, 3.976], [-2.497, 2.498, 2.698], [-0.764, 6.065, -1.592], [-1.709, 4.758, -2.333], [-0.159, 4.399, -1.550], [-2.480, 6.819, 0.146], [-3.536, 5.596, 0.869], [-3.531, 5.847, -0.890], [-0.271, 5.956, 0.910], [0.006, 4.201, 0.987], [-1.267, 4.943, 1.969], [-5.033, 4.305, -0.940], [-6.673, 3.795, -2.684], [-6.315, 1.883, -4.214], [-4.260, 0.510, -4.000], [-2.596, 1.044, -2.282], [-5.314, 3.187, 0.969], [-6.269, 3.031, 3.225], [-4.818, 2.531, 5.165], [-2.399, 2.170, 4.827], [-1.442, 2.320, 2.521], [0.927, 1.422, -2.082], [1.706, 0.889, -3.174], [2.633, -0.151, -2.987], [3.370, -0.647, -4.040], [3.209, -0.112, -5.322], [2.293, 0.922, -5.527], [1.551, 1.406, -4.469], [3.984, -0.611, -6.423], [4.604, -1.006, -7.309], [0.365, 2.321, -2.294], [1.429, 1.416, -1.096], [2.758, -0.559, -1.989], [4.077, -1.452, -3.885], [2.174, 1.335, -6.520], [0.835, 2.204, -4.636]], "charge": -1, "homo_lumo_gap_ev": [6.896, 5.518], "lumo_energy_ev": [2.02, 0.06], "homo_energy_ev": [-4.9, -5.5], "total_energy_ev": -107984.150, "s2": 6.1169, "spin_multiplicity": 5, "de_lowest_kj_mol": 207.6}